The following is a DFT calculation (wB97M-V/def2-TZVPD) of an isolated molecule of C2H5N3OS at a distorted geometry.

Values from the calculation:
Spin multiplicity: 1
Net charge: 0
HOMO level, Ha: -0.362
SMILES: [H]/N=C(\NS)NC=O
Kohn-Sham gap, eV: 10.27
Energy above the lowest of the compared OMol25 structures with the same formula, charge and spin, kJ/mol: 135.1

```
12
C2H5N3OS (wB97M-V/def2-TZVPD)
N -0.33568 2.32305 -0.18966
N 1.12094 0.54153 -0.23186
H -1.17681 -2.12044 0.43938
H -1.80846 0.70083 1.11953
C -0.15875 1.07297 0.07207
H 1.71161 1.33286 -0.52071
H -1.28882 2.60826 0.05358
S -1.75576 -1.11882 -0.24540
C 1.65909 -0.66781 0.04763
H 0.99786 -1.50362 0.09859
O 2.85892 -0.86374 0.09318
N -1.10191 0.18716 0.60330
```

Atom charges from the Mulliken analysis, given in e for atoms 1 to 5:
1 N -0.65
2 N -0.09
3 H 0.12
4 H 0.31
5 C 0.49